# 1
57
Properties=species:S:1:pos:R:3 method="wB97M-V/def2-TZVPD" total_charge=-1 mol_weight_da=924.58 homo_ev="-4.08 / -5.24" lumo_ev="2.52 / 1.25" spin_multiplicity=5 orbital_gap_ha="0.2424 / 0.2384"
Ir 1.063 -0.288 -0.371
Se -0.655 -1.255 -2.659
P -1.850 -1.460 -0.901
Se -0.665 -1.873 0.866
C -2.864 0.034 -0.602
C -3.103 0.504 0.684
C -3.910 1.614 0.883
C -4.486 2.255 -0.202
C -4.245 1.792 -1.489
C -3.434 0.688 -1.690
C -3.132 -2.736 -1.132
C -3.256 -3.435 -2.322
C -4.251 -4.392 -2.465
C -5.122 -4.655 -1.420
C -4.998 -3.958 -0.223
C -4.008 -3.004 -0.081
H -2.622 0.019 1.524
H -4.064 1.990 1.886
H -5.107 3.130 -0.048
H -4.676 2.301 -2.341
H -3.212 0.345 -2.693
H -2.565 -3.228 -3.130
H -4.340 -4.935 -3.397
H -5.895 -5.404 -1.534
H -5.673 -4.161 0.599
H -3.908 -2.463 0.853
O 4.428 0.474 2.898
As 3.902 0.850 1.235
O 3.945 2.443 0.948
O 2.438 0.010 1.281
C 5.428 -0.013 0.347
C 6.636 0.131 1.020
C 7.825 -0.325 0.464
C 7.834 -0.941 -0.776
C 6.637 -1.094 -1.459
C 5.461 -0.631 -0.895
S 3.961 -0.835 -1.838
O 3.366 -1.954 -0.814
O 3.199 0.400 -1.566
O 1.991 -2.008 -1.228
H 3.654 0.109 3.340
H 6.652 0.603 1.993
H 8.751 -0.192 1.010
H 8.761 -1.294 -1.208
H 6.611 -1.569 -2.432
S 0.237 1.747 -0.916
C -0.347 2.552 0.544
C -1.193 3.644 0.359
C -1.736 4.308 1.445
C -1.441 3.890 2.736
C -0.589 2.809 2.923
C -0.040 2.143 1.840
H -1.434 3.960 -0.648
H -2.395 5.152 1.282
H -1.864 4.407 3.588
H -0.341 2.481 3.925
H 0.642 1.317 2.002

# 2
78
Properties=species:S:1:pos:R:3 method="wB97M-V/def2-TZVPD" total_charge=+1 mol_weight_da=631.71 homo_ev="-10.19 / -10.20" lumo_ev="-2.00 / -2.00" spin_multiplicity=2 orbital_gap_ha="0.3012 / 0.3015"
Mn 0.286 0.354 -0.293
C -3.001 -1.587 -1.358
C -2.887 -0.462 -0.332
N -1.633 -0.369 0.452
C -1.894 0.430 1.690
C -1.666 1.902 1.405
N -0.283 2.027 0.923
C 0.108 3.372 0.490
C -0.617 3.835 -0.777
C -1.014 2.722 -1.736
N 0.038 1.708 -1.920
C -0.216 0.928 -3.150
C 0.645 -0.321 -3.116
N 0.342 -1.087 -1.890
C -0.692 -2.119 -2.111
H -3.943 -1.382 -1.869
H -4.038 -2.934 -0.058
H -3.718 -0.616 0.366
H -3.053 0.502 -0.815
H -1.417 -1.303 0.796
H -1.189 0.109 2.452
H -2.905 0.248 2.060
H -1.837 2.506 2.301
H -2.352 2.259 0.635
H 0.323 1.766 1.698
H 1.187 3.335 0.323
H -0.062 4.102 1.289
H 0.027 4.548 -1.296
H -1.522 4.390 -0.525
H -1.284 3.167 -2.699
H -1.896 2.187 -1.384
H 0.932 2.185 -2.019
H -0.019 1.524 -4.046
H -1.271 0.656 -3.139
H 1.685 -0.006 -3.075
H 0.522 -0.937 -4.011
H 1.181 -1.601 -1.622
H -0.709 -2.747 -1.216
H -0.390 -2.756 -2.947
N 5.351 4.280 4.691
C 4.509 3.240 4.380
C 4.980 1.923 4.339
C 4.139 0.886 3.985
C 2.815 1.142 3.661
C 2.331 2.445 3.714
C 3.163 3.485 4.065
S 1.736 -0.164 3.188
O 2.391 -1.404 3.501
O 0.435 0.131 3.743
N 1.537 -0.013 1.577
C 2.600 -0.245 0.757
S 4.105 -1.015 1.076
C 4.557 -0.767 -0.575
C 3.561 -0.158 -1.254
N 2.439 0.145 -0.514
H 6.214 4.055 5.157
H 4.935 5.147 4.984
H 6.011 1.715 4.598
H 4.503 -0.132 3.989
H 1.284 2.640 3.517
H 2.776 4.495 4.118
H 5.521 -1.072 -0.944
H 3.625 0.106 -2.297
N -4.020 -6.419 -1.294
C -3.196 -5.434 -0.867
O -2.421 -5.571 0.061
C -3.247 -4.126 -1.614
C -3.289 -4.145 -2.954
C -3.142 -3.052 -3.911
C -2.504 -1.906 -3.686
N -1.982 -1.543 -2.408
C -3.142 -2.951 -0.687
H -3.996 -7.298 -0.805
H -4.747 -6.248 -1.964
H -3.386 -5.120 -3.421
H -3.515 -3.237 -4.912
H -2.371 -1.182 -4.486
H -2.329 -3.169 0.014

# 3
84
Properties=species:S:1:pos:R:3 method="wB97M-V/def2-TZVPD" total_charge=+1 mol_weight_da=672.79 homo_ev="-9.43 / -9.46" lumo_ev="-2.41 / -2.39" spin_multiplicity=7 orbital_gap_ha="0.2581 / 0.2599"
O -1.907 -3.043 -1.509
O -2.603 -1.387 -2.969
C -0.471 -3.315 -1.668
C 0.132 -4.118 -0.542
H 0.030 -2.343 -1.769
H -0.404 -3.850 -2.619
H 0.510 -3.466 0.250
H 1.002 -4.640 -0.952
H -0.526 -4.880 -0.103
C -2.444 -2.786 -0.133
C -3.769 -3.473 -0.033
H -2.505 -1.698 -0.033
H -1.698 -3.166 0.568
H -4.489 -3.012 -0.720
H -4.159 -3.352 0.982
H -3.686 -4.546 -0.250
C -3.184 -0.105 -2.603
C -2.349 -1.697 -4.375
C -4.439 -0.242 -1.774
H -3.394 0.404 -3.548
H -2.418 0.472 -2.069
H -5.098 -1.042 -2.132
H -4.993 0.702 -1.847
H -4.213 -0.409 -0.715
C -3.393 -2.633 -4.917
H -1.349 -2.139 -4.393
H -2.332 -0.746 -4.912
H -3.573 -3.470 -4.237
H -3.050 -3.019 -5.877
H -4.335 -2.104 -5.089
H -2.269 -2.272 -2.190
Tb 1.217 1.294 1.204
C 0.530 1.651 -0.847
Si 1.124 1.984 -2.564
H -0.457 2.132 -0.682
H 0.330 0.529 -0.805
C 1.692 0.375 -3.343
C 2.510 3.243 -2.618
C -0.356 2.473 -3.618
C 3.049 -0.185 0.673
Si 4.170 0.908 1.662
H 3.360 -0.273 -0.381
H 2.993 -1.208 1.082
C 4.485 2.474 0.654
C 5.780 0.108 2.172
C 3.211 1.487 3.211
H -0.049 3.104 -4.462
H -1.091 3.027 -3.019
H -0.856 1.583 -4.029
H 2.557 -0.054 -2.826
H 1.965 0.548 -4.392
H 0.879 -0.364 -3.327
H 3.291 2.988 -1.889
H 2.137 4.248 -2.378
H 2.984 3.297 -3.610
H 6.122 -0.590 1.393
H 5.655 -0.461 3.105
H 6.565 0.862 2.329
H 2.803 0.649 3.796
H 2.402 2.246 3.070
H 3.968 1.998 3.824
H 5.380 2.956 1.073
H 3.667 3.215 0.689
H 4.681 2.228 -0.399
F -1.601 5.838 3.126
C -1.241 4.521 3.308
C -1.017 3.736 2.170
C -0.573 2.460 2.417
C -0.591 1.820 3.658
C -0.789 2.703 4.756
F -0.493 2.268 6.032
C -1.100 4.042 4.604
C -0.318 0.365 3.792
C -0.559 -0.362 4.960
C -0.159 -1.700 5.047
C 0.399 -2.311 3.925
C 0.543 -1.576 2.755
N 0.205 -0.260 2.687
H -1.163 4.129 1.167
H -1.248 4.688 5.470
H -1.034 0.142 5.788
H -0.284 -2.239 5.980
H 0.738 -3.348 3.947
H 0.961 -2.015 1.842